{"formula": "C12H27Cl2N2PPd", "method": "ωB97M-V/def2-TZVPD", "symbols": ["Pd", "Cl", "Cl", "P", "N", "N", "C", "C", "C", "C", "C", "C", "C", "C", "C", "C", "C", "C", "H", "H", "H", "H", "H", "H", "H", "H", "H", "H", "H", "H", "H", "H", "H", "H", "H", "H", "H", "H", "H", "H", "H", "H", "H", "H", "H"], "xyz": [[0.111, -0.744, 2.622], [0.727, -2.930, 1.716], [-1.567, 1.624, 1.092], [-0.096, 0.250, -2.256], [0.232, 0.845, 6.371], [-0.112, -0.123, 4.485], [2.538, -0.897, -1.504], [-0.348, -1.082, 5.466], [0.765, -2.501, -2.101], [-1.833, -0.317, -1.633], [-2.099, -1.487, -0.664], [-0.128, -0.467, 6.658], [1.069, 2.640, -0.847], [1.318, -1.098, -2.436], [0.189, 2.080, -1.980], [0.227, 1.022, 5.029], [0.647, 2.278, -3.449], [-2.416, -0.367, -3.079], [1.281, 3.709, -1.015], [0.397, 1.595, 7.010], [0.531, 2.545, 0.104], [-0.649, -2.038, 5.049], [2.934, 0.117, -1.429], [0.406, 1.908, 4.408], [0.724, 0.111, 1.272], [-0.051, 1.771, -4.131], [2.250, -1.212, -0.499], [-3.440, -0.730, -3.172], [2.018, 2.129, -0.724], [0.714, 3.313, -3.747], [-2.001, -2.503, -1.089], [-1.439, -1.409, 0.216], [-0.250, -0.865, 7.633], [-1.769, -0.977, -3.727], [0.756, -2.603, -1.009], [-2.382, 0.653, -3.499], [1.410, -3.297, -2.499], [-0.752, 0.837, 1.950], [-2.284, 0.542, -1.108], [1.618, 1.801, -3.566], [-0.255, -2.700, -2.448], [3.382, -1.518, -1.829], [1.559, -1.019, -3.545], [-3.129, -1.430, -0.267], [-0.806, 2.544, -1.830]], "mulliken_charge": [-0.0484, -0.5253, -0.3178, -0.2367, -0.1217, -0.3130, -1.1660, -0.3888, -1.2764, 0.6984, -1.0452, -0.5644, -0.9996, 0.3433, 0.6384, -0.5688, -1.5554, -1.4196, 0.3875, 0.1781, 0.2017, 0.3957, 0.2749, 0.4260, 0.2245, 0.4603, 0.2275, 0.4099, 0.1693, 0.4169, 0.2854, 0.0535, 0.3730, 0.3852, 0.1801, 0.3740, 0.4169, 0.3004, 0.3167, 0.3847, 0.3166, 0.4196, 0.4241, 0.3979, 0.4668], "lumo_ev": [-0.08, -2.40], "largest_force_ev_per_a": 3.87, "homo_ev": [-2.09, -7.69], "relative_energy_ev": 2.846, "s2": 6.0145, "gap_ev": [2.01, 5.29], "multiplicity": 5}